{
  "formula": "C37H37IrN6O2",
  "method": "the ωB97M-V functional and the def2-TZVPD basis",
  "species": ["Ir", "C", "C", "C", "N", "C", "C", "C", "C", "C", "C", "C", "N", "C", "C", "C", "N", "C", "C", "C", "C", "C", "C", "C", "N", "C", "C", "H", "H", "H", "H", "H", "H", "H", "H", "H", "H", "H", "H", "H", "H", "H", "H", "H", "H", "H", "H", "H", "H", "H", "H", "H", "H", "O", "C", "N", "C", "C", "O", "N", "C", "C", "C", "C", "C", "C", "C", "C", "C", "C", "C", "C", "H", "H", "H", "H", "H", "H", "H", "H", "H", "H", "H"],
  "coordinates": [[0.25461, 0.32511, 0.40715], [2.90539, 0.86847, 2.24268], [2.08916, 0.44019, 3.45409], [1.32188, -0.86621, 3.28076], [0.29495, -0.91155, 2.24376], [-0.43897, -2.00788, 2.18994], [-0.12441, -3.16754, 2.93156], [-0.80027, -4.36513, 3.11032], [-2.10065, -4.69681, 2.78623], [-3.00180, -3.86831, 2.12492], [-2.76118, -2.69496, 1.45161], [-1.56144, -1.96084, 1.23980], [-1.40728, -1.11617, 0.25514], [-2.36689, -0.97490, -0.82253], [-2.28477, 0.41538, -1.44674], [-1.13527, 0.50195, -2.42946], [0.09911, 0.16734, -1.77482], [1.16225, -0.26287, -2.39770], [1.18279, -0.66693, -3.75265], [2.24208, -0.97960, -4.58366], [3.59898, -0.76775, -4.39913], [4.20281, -0.31140, -3.23458], [3.65553, -0.21763, -1.97471], [2.33284, -0.43937, -1.52596], [2.05240, -0.72045, -0.26764], [3.09138, -1.18497, 0.64237], [3.79856, -0.16481, 1.57118], [3.51044, 1.72701, 2.53459], [2.21277, 1.22085, 1.49644], [1.38906, 1.25040, 3.68223], [2.73744, 0.30778, 4.32476], [0.83074, -1.08312, 4.23773], [2.07066, -1.65303, 3.12293], [0.85035, -3.15205, 3.39704], [-0.23240, -5.12449, 3.63691], [-2.45800, -5.67001, 3.09795], [-4.02360, -4.22906, 2.07806], [-3.62607, -2.26982, 0.95996], [-3.38765, -1.14635, -0.48019], [-2.14256, -1.73439, -1.58267], [-2.14310, 1.14430, -0.64316], [-3.21762, 0.64154, -1.96547], [-1.06918, 1.52606, -2.81776], [-1.35990, -0.16453, -3.26797], [0.20515, -0.78158, -4.20310], [1.96389, -1.37462, -5.55489], [4.24069, -0.94934, -5.25242], [5.25323, -0.05669, -3.31769], [4.33051, 0.10603, -1.19395], [3.87303, -1.67775, 0.05814], [2.61430, -1.95832, 1.24756], [4.52035, 0.39938, 0.97461], [4.36583, -0.73519, 2.31367], [2.95430, 2.75209, -1.48306], [2.19406, 3.04537, -0.58758], [2.31711, 4.16726, 0.22157], [1.17475, 4.32538, 1.12017], [0.45750, 2.99662, 0.81860], [-0.49888, 2.48597, 1.42287], [1.07716, 2.34650, -0.16121], [1.56241, 4.33551, 2.59733], [2.88591, 4.32037, 3.01422], [3.19503, 4.33615, 4.36824], [2.18383, 4.36631, 5.31503], [0.85811, 4.37679, 4.90209], [0.54925, 4.36734, 3.55222], [0.41195, 5.59663, 0.77867], [-0.82511, 5.57962, 0.15125], [-1.45111, 6.77383, -0.18260], [-0.83968, 7.98553, 0.09222], [0.40793, 8.00689, 0.70211], [1.03043, 6.81776, 1.04043], [2.82806, 4.96159, -0.12538], [3.67849, 4.30297, 2.27706], [4.23181, 4.32504, 4.68032], [2.42603, 4.37410, 6.36994], [0.06240, 4.39450, 5.63570], [-0.48384, 4.38030, 3.23060], [-1.30563, 4.63346, -0.06687], [-2.42317, 6.75727, -0.65840], [-1.32604, 8.91394, -0.17720], [0.89314, 8.94968, 0.91896], [2.00022, 6.83531, 1.52501]],
  "lowdin_charge": [1.425, -0.224, -0.170, -0.247, -0.069, -0.246, -0.025, -0.089, -0.119, -0.090, -0.021, -0.223, -0.056, -0.204, -0.186, -0.232, -0.073, -0.227, -0.013, -0.092, -0.114, -0.074, -0.034, -0.234, -0.042, -0.202, -0.156, 0.100, 0.035, 0.108, 0.117, 0.126, 0.095, 0.086, 0.105, 0.094, 0.105, 0.090, 0.101, 0.136, 0.094, 0.115, 0.130, 0.106, 0.090, 0.104, 0.093, 0.109, 0.099, 0.118, 0.096, 0.101, 0.118, 0.082, -0.523, 0.163, -0.268, -0.483, -0.019, 0.062, -0.161, -0.049, -0.080, -0.089, -0.070, -0.021, -0.145, -0.011, -0.073, -0.088, -0.073, -0.027, 0.152, 0.111, 0.103, 0.101, 0.104, 0.122, 0.114, 0.104, 0.102, 0.104, 0.120],
  "e_above_lowest_kcal_mol": 54.97,
  "orbital_gap_ev": 6.563,
  "max_force_ev_per_a": 4.569
}